59
Properties=species:S:1:pos:R:3:forces:R:3 method="wB97M-V/def2-TZVPD" total_charge=0 molar_mass_g_mol=601.460 e_above_lowest_ev=0.584
Rh -0.850 -1.300 -0.227 -0.02 0.23 0.14
N -2.545 1.732 -2.367 -0.01 0.01 -0.03
C -2.485 0.573 -1.698 0.05 -0.06 0.01
O -1.589 -0.243 -1.944 -0.08 0.04 -0.06
C -3.560 0.264 -0.699 0.02 0.01 0.01
C -3.933 -1.222 -0.795 0.04 0.01 0.02
H -1.760 1.989 -2.942 0.00 0.01 0.01
H -3.239 2.423 -2.148 0.01 0.01 0.01
H -4.432 0.903 -0.859 0.00 -0.01 -0.04
H -3.147 0.490 0.288 -0.04 0.00 0.01
H -3.964 -1.520 -1.842 -0.03 0.03 -0.01
H -4.949 -1.344 -0.415 0.01 0.00 0.02
C 4.566 0.530 0.360 0.00 0.01 -0.01
C 3.541 -0.195 1.143 0.06 -0.05 0.04
N 3.384 -0.130 2.425 0.00 -0.03 0.00
N 2.302 -0.931 2.662 -0.03 0.04 -0.05
C 1.768 -1.469 1.563 -0.01 0.15 0.10
S 0.367 -2.414 1.499 -0.14 0.14 -0.22
N 2.608 -1.039 0.580 0.01 -0.05 0.04
N 2.464 -1.371 -0.748 -0.11 -0.04 0.03
H 5.219 1.061 1.048 0.00 0.00 0.00
H 4.090 1.252 -0.305 -0.01 0.01 -0.01
H 5.162 -0.155 -0.244 0.00 0.01 0.00
H 1.904 -0.994 3.583 -0.02 0.01 0.00
H 3.292 -1.831 -1.098 0.03 0.15 -0.06
H 2.151 -0.570 -1.285 -0.07 -0.06 0.00
C -0.877 -5.398 -1.755 -0.01 0.00 0.00
C -1.297 -4.317 -2.563 0.00 0.00 0.01
C -1.992 -3.277 -2.016 -0.04 -0.02 0.00
C -2.309 -3.248 -0.623 0.17 0.22 0.06
C -3.044 -2.170 -0.005 0.00 -0.17 0.10
C -3.243 -2.223 1.374 -0.08 -0.05 -0.04
C -2.793 -3.288 2.149 0.00 0.01 -0.01
C -2.134 -4.346 1.568 -0.04 0.01 -0.01
C -1.870 -4.342 0.188 0.06 -0.01 0.03
C -1.156 -5.407 -0.422 0.00 0.01 -0.01
H -0.324 -6.215 -2.201 0.00 0.00 0.01
H -1.055 -4.308 -3.617 -0.01 0.01 0.00
H -2.295 -2.452 -2.643 0.01 0.00 -0.01
H -3.809 -1.428 1.848 -0.03 0.00 -0.02
H -2.974 -3.280 3.216 0.00 -0.01 0.00
H -1.797 -5.186 2.163 0.00 0.00 0.00
H -0.828 -6.227 0.205 0.01 0.00 0.00
F 3.651 7.121 -0.109 0.01 0.01 0.00
C 2.642 6.846 0.736 0.01 -0.03 0.01
F 3.096 7.077 1.984 0.00 0.01 0.00
F 1.683 7.771 0.507 0.00 0.01 0.00
C 2.124 5.451 0.576 -0.04 0.02 0.00
C 1.326 4.903 1.575 0.02 0.00 0.01
C 0.798 3.636 1.424 0.05 -0.04 0.00
C 1.051 2.882 0.268 0.00 0.02 -0.05
C 1.852 3.455 -0.726 -0.01 0.00 -0.04
C 2.383 4.726 -0.577 0.01 -0.02 0.01
C 0.503 1.569 0.117 -0.14 -0.05 0.28
C -0.036 0.469 0.133 0.39 -0.50 -0.29
H 1.126 5.468 2.476 0.00 0.01 -0.01
H 0.187 3.201 2.203 -0.01 0.01 0.00
H 2.044 2.896 -1.633 0.01 -0.02 0.02
H 3.002 5.151 -1.356 -0.01 0.01 0.00


14
Properties=species:S:1:pos:R:3:forces:R:3 method="wB97M-V/def2-TZVPD" total_charge=0 molar_mass_g_mol=96.082 e_above_lowest_ev=0.000
C 0.922 -1.494 0.334 0.11 -0.04 -0.16
C -0.214 -0.542 0.160 -0.13 -0.23 0.16
O -0.078 0.639 -0.103 -0.02 0.23 -0.09
O -1.408 -1.096 0.321 0.00 0.17 0.07
H 1.469 -1.545 -0.603 0.07 0.01 -0.13
H 0.574 -2.485 0.601 0.00 0.00 0.12
H 1.624 -1.091 1.061 -0.05 -0.03 0.09
H -2.078 -0.369 0.224 -0.01 -0.16 -0.08
O -2.851 1.126 -0.176 0.03 -0.06 0.89
H -2.004 1.553 -0.335 0.44 0.08 0.01
H -3.287 1.102 -1.012 -0.56 0.01 -0.91
O 2.662 1.084 -0.087 -0.02 -0.97 0.11
H 1.707 1.150 -0.188 -0.48 -0.20 0.03
H 2.961 1.967 -0.196 0.62 1.18 -0.12


no.,F_max (eV/A)
1,0.693
2,1.343